C25H61N4O14Zn | the ωB97M-V functional and the def2-TZVPD basis

Cartesian coordinates (Å):
C: 1.444658 1.451734 3.026106
C: 0.305304 0.712050 3.700141
C: 0.221258 0.866653 5.295010
C: -0.061571 2.320568 5.740166
C: -1.424203 2.816831 5.171251
C: -1.539357 2.683175 3.645430
N: -1.008219 1.255114 3.227117
O: -1.622742 0.641780 2.132271
C: -0.739398 3.809404 2.969087
C: -3.033846 2.894756 3.223712
C: 0.322337 -0.870105 3.402131
H: 1.785630 2.412706 3.411296
H: 1.260364 1.664608 1.973098
H: 2.348836 0.847603 3.100795
H: 1.168045 0.592689 5.760455
H: -0.565817 0.212649 5.670380
H: 0.697175 3.053687 5.466428
H: -0.132132 2.243866 6.825174
H: -1.445410 3.877534 5.421354
H: -2.317000 2.412005 5.647844
H: -0.237311 3.571316 2.031367
H: 0.087461 4.200222 3.562119
H: -1.400277 4.632816 2.698278
H: -3.419846 3.869886 3.520736
H: -3.677692 2.099937 3.600325
H: -3.177858 2.771341 2.150342
H: 0.029742 -1.123512 2.383167
H: -0.265059 -1.405444 4.148111
H: 1.339137 -1.261078 3.438976
Zn: 1.103957 0.170099 -3.311198
O: 1.053947 0.803631 -1.293271
C: 0.588607 -0.395332 -0.665004
C: 0.918429 -1.803536 -1.388242
O: 0.492557 -1.767192 -2.810693
H: -0.488966 -0.278055 -0.550220
H: 0.940817 -0.371181 0.366242
H: 0.377618 -2.559791 -0.819280
H: 1.973509 -2.075775 -1.360222
C: 3.254846 3.181875 -0.704177
C: 3.977106 2.351755 0.465714
O: 3.397644 1.033279 0.627272
O: 1.932625 3.365545 -0.361854
H: 3.276955 2.557854 -1.597607
H: 3.814004 4.061817 -1.022228
H: 4.046291 2.820771 1.447219
H: 5.020509 2.194735 0.192297
H: 2.601156 0.982831 0.093739
H: 1.501714 2.647037 -0.830532
C: -1.747434 3.363874 -0.924617
C: -3.142452 3.911885 -0.605714
O: -4.117881 2.887955 -0.802596
O: -1.356099 2.282291 -0.090123
H: -1.001536 4.154618 -0.844145
H: -1.793976 2.917458 -1.917916
H: -3.183116 4.776090 -1.268735
H: -3.184162 4.356188 0.388738
H: -4.606849 3.155812 -1.584104
H: -0.750993 1.744399 -0.605990
C: -3.196521 -2.508790 -0.260295
C: -2.318849 -3.508672 0.492201
O: -3.061428 -4.545375 1.099123
O: -4.249099 -1.990427 0.514971
H: -3.689991 -2.954071 -1.124194
H: -2.557342 -1.759599 -0.727480
H: -1.855523 -3.082897 1.382228
H: -1.500711 -3.853009 -0.140393
H: -3.566232 -4.948459 0.388984
H: -4.954814 -2.630699 0.631659
C: -1.295865 -5.002170 -3.827590
C: -1.692269 -3.792003 -4.587959
O: -2.142786 -2.741385 -3.693681
O: 0.039010 -4.762414 -3.263278
H: -1.349082 -5.939721 -4.381004
H: -1.871978 -5.108839 -2.908454
H: -2.485796 -4.128055 -5.255411
H: -0.983184 -3.446515 -5.340246
H: -1.378624 -2.281749 -3.338162
H: 0.054839 -3.871905 -2.905029
O: 3.217538 -0.114435 -3.200697
C: 4.361581 0.292346 -3.319894
N: 4.655646 1.093320 -4.374690
C: 5.467957 0.003220 -2.251409
H: 3.916082 1.415572 -4.982392
H: 5.624262 1.259427 -4.607722
H: 6.383439 0.565221 -2.436203
H: 5.683344 -1.065265 -2.258579
H: 5.112528 0.275103 -1.257509
O: 3.668866 -6.234424 0.544588
C: 3.031455 -5.284911 0.950609
N: 3.657984 -4.397061 1.664568
C: 1.580502 -5.011259 0.484647
H: 4.667460 -4.404000 1.696470
H: 3.179963 -3.781590 2.307048
H: 1.613047 -4.944648 -0.602823
H: 1.259063 -4.125217 1.032113
H: 0.993954 -5.869109 0.813536
O: -0.870626 0.736356 -3.698126
C: -2.043696 1.028223 -3.846584
N: -2.450013 1.854858 -4.785971
C: -3.111450 0.509192 -2.862760
H: -1.781877 2.038553 -5.520792
H: -3.398139 2.152688 -4.966137
H: -3.115634 -0.570591 -2.713959
H: -4.079047 0.797368 -3.273596
H: -3.008979 0.912093 -1.855146

Cartesian forces, eV/Å:
0.815 0.577 -0.542
-0.882 -2.337 1.701
0.441 1.421 -1.047
-1.426 -0.950 -0.339
0.873 0.007 0.484
-1.383 0.398 0.069
-3.443 -1.884 -7.614
3.772 4.137 7.664
1.334 0.045 -0.916
0.361 -1.613 -0.592
0.421 1.170 -0.322
-0.684 0.095 0.587
-0.095 -0.428 -0.086
-0.228 -0.338 -0.184
0.068 -0.450 -0.407
0.034 -0.025 -0.035
0.250 -0.340 0.047
0.051 0.492 0.048
-0.291 0.160 -0.372
0.238 -0.499 0.098
-0.345 -0.539 -0.199
-0.246 -0.078 0.435
-0.160 -0.139 0.362
0.377 -0.107 0.234
0.031 0.082 0.533
0.402 0.323 -0.165
-0.424 0.237 0.147
-0.175 0.108 -0.227
0.172 0.414 0.436
-0.745 -1.800 2.570
0.225 -0.614 -1.347
0.316 -0.237 -0.569
-0.915 1.951 -1.344
0.738 1.229 1.625
-0.521 -0.584 -0.245
0.467 -0.463 0.299
-0.276 -0.169 -0.121
0.214 0.297 0.207
1.793 -1.778 1.217
-0.034 -0.282 -1.410
0.646 0.876 0.163
-0.835 0.948 0.061
0.306 -0.433 -0.106
-0.190 0.474 0.672
-0.594 0.474 -0.070
0.198 0.013 -0.263
-0.495 -0.050 -0.585
-0.906 -0.541 0.139
-0.276 -0.654 0.357
1.486 -0.394 -0.134
0.152 0.995 -0.011
-0.482 0.217 0.726
0.038 0.242 -0.287
0.070 0.666 -0.456
-0.756 -0.020 -0.348
-0.172 -0.409 0.287
-0.305 -0.214 0.028
0.614 -0.310 -0.148
-0.307 -1.140 -0.396
-0.035 0.564 0.745
-0.313 -0.322 -0.624
0.269 1.250 0.610
0.394 -0.664 -0.323
-0.116 0.585 0.540
0.179 0.732 -0.212
-0.043 -0.297 -0.311
-0.180 -0.467 0.019
0.268 -0.219 -0.095
2.035 0.713 1.945
-1.405 0.268 -0.399
-0.466 -0.770 -1.084
-0.168 -1.334 -0.720
0.522 0.163 -0.114
-0.958 -0.065 -0.419
-0.893 0.497 0.320
0.722 0.095 0.556
0.959 0.233 0.122
0.027 0.517 -0.124
-1.336 -0.380 0.424
1.088 0.950 0.062
0.834 -0.291 0.691
-0.692 0.093 -1.104
0.258 -0.281 -0.038
-0.290 0.274 -0.044
-0.076 -0.071 -0.218
-0.031 0.029 0.008
-0.377 -0.057 -0.124
-0.178 -0.807 -0.628
-1.050 -2.157 -2.525
0.970 3.330 2.447
1.270 -0.492 1.539
-0.244 -0.424 0.211
0.110 0.074 -0.399
-0.260 0.218 0.155
-0.470 0.178 -0.552
-0.169 0.067 -0.287
1.789 -0.129 -0.459
-1.683 -1.079 2.407
-0.009 0.835 -1.643
-0.031 0.308 -0.638
-0.042 0.273 0.076
0.120 -0.433 0.318
0.363 -0.056 -0.578
-0.173 -0.081 0.302
0.196 0.402 -0.149

spin multiplicity	1
total charge	+1
electronic energy	-109946.134	eV

Atomic partial charges in e from the Löwdin method, atoms 1 to 8:
1 C -0.01
2 C -0.39
3 C -0.09
4 C -0.15
5 C -0.13
6 C -0.38
7 N 0.15
8 O 0.16